Entry from OMol25: C28H27Br2N2O3ReSbSe4 as an isolated structure in a non-equilibrium geometry (ωB97M-V/def2-TZVPD).

Calculated values
HOMO level (spin up / spin down) = -10.51 / -10.50 eV
Lowest unoccupied orbital energy (spin up / spin down) = -4.8 / -4.8 eV
2S+1 = 1
Energy = -448730.5872 eV
HOMO-LUMO gap (spin up / spin down) = 5.70 / 5.66 eV
Total charge = +1
Molecular weight = 1223.2 g/mol
Energy above the lowest of the compared OMol25 structures with the same formula, charge and spin = 27.1 kcal per mole

The geometry in XYZ format:
```
68
C28H27Br2N2O3ReSbSe4 | OMol25 | ωB97M-V/def2-TZVPD
Re 0.626 0.413 -0.813
Sb -0.684 -4.249 -2.376
Br 2.809 3.456 -4.139
Br 7.451 0.587 -2.589
Se -0.272 -1.408 -1.661
Se -2.250 -1.394 -2.648
Se -1.091 -5.600 -0.490
Se -3.064 -3.513 -3.066
O -1.374 1.418 -2.905
O -0.951 1.806 -0.772
O 1.496 1.356 -2.236
N 2.552 -0.549 -0.904
N 0.314 -0.096 0.982
C -0.010 -2.139 2.345
C -4.083 -2.279 0.960
C -0.825 -3.210 2.690
C -4.302 4.298 -0.521
C -5.276 4.180 -1.503
C -1.855 -1.126 1.169
C -3.918 2.592 -2.686
C -2.138 -3.238 2.231
C 2.803 1.278 -2.344
C -2.676 -2.203 1.475
C 3.003 -1.631 -0.295
C 2.171 0.218 2.660
C -3.135 3.559 -0.610
C 5.576 0.827 -2.485
C 4.994 1.864 -3.165
C 1.630 1.959 0.972
C 3.609 2.087 -3.121
C -1.697 1.933 -1.833
C -0.513 -1.099 1.567
C -2.941 2.712 -1.700
C 5.243 -1.226 -1.049
C 4.350 -2.001 -0.351
C 4.796 -0.069 -1.714
C 1.031 0.851 1.855
C -0.295 -4.378 3.469
C 0.023 1.492 2.816
C 3.419 0.215 -1.632
C -5.086 3.328 -2.582
H -6.182 4.767 -1.434
H 2.901 -0.272 2.015
H -0.789 -4.439 4.440
H 5.607 2.518 -3.770
H -0.507 -5.300 2.927
H -4.193 -1.739 0.021
H -4.775 -1.829 1.676
H -2.256 -0.269 0.637
H -0.432 0.733 3.452
H 0.888 2.481 0.355
H 0.776 -4.299 3.645
H -2.739 -4.113 2.447
H 2.474 1.611 0.367
H -2.372 3.645 0.151
H 4.663 -2.894 0.170
H -4.377 -3.315 0.796
H -4.449 4.972 0.312
H 1.039 -2.159 2.608
H -0.768 2.010 2.271
H 2.682 1.005 3.214
H 6.287 -1.500 -1.112
H 0.543 2.216 3.443
H 1.799 -0.505 3.381
H -5.841 3.246 -3.352
H 2.052 2.726 1.620
H 2.272 -2.232 0.234
H -3.762 1.918 -3.517
```